1 | The following is a DFT calculation (the ωB97M-V functional and the def2-TZVPD basis) of 18 unconnected molecules or ions with the total composition C2H39O18.

Atoms and positions in Å:
C1 1.34 -1.00 0.06
C2 0.06 -0.22 0.10
O1 -0.49 -0.16 1.41
H1 1.21 -1.95 0.61
H2 2.16 -0.36 0.43
H3 1.70 -1.22 -0.96
H4 -0.71 -0.69 -0.47
H5 0.10 0.76 -0.24
O2 -0.39 -3.08 2.50
H6 -0.88 -3.27 3.31
H7 0.20 -2.37 2.70
O3 1.61 -0.67 2.99
H8 2.45 -0.63 2.62
H9 1.03 -0.52 2.24
O4 -2.85 -1.49 0.55
H10 -3.22 -0.74 0.09
H11 -2.05 -1.20 0.97
O5 -2.73 1.40 1.01
H12 -1.92 0.88 1.14
H13 -2.69 2.34 1.18
O6 -2.13 -0.60 3.42
H14 -1.55 -0.50 2.66
H15 -1.56 -0.94 4.12
O7 1.50 3.41 -0.79
H16 0.80 3.31 -0.14
H17 2.11 2.71 -0.57
O8 0.15 2.58 1.57
H18 -0.08 1.72 1.28
H19 -0.50 2.65 2.29
O9 4.03 1.69 -0.57
H20 4.23 2.62 -0.47
H21 3.77 1.51 0.33
O10 -1.36 2.13 3.75
H22 -0.62 2.09 4.42
H23 -1.48 1.24 3.45
O11 2.86 2.04 1.94
H24 3.26 2.71 2.48
H25 1.89 2.16 1.99
O12 -0.41 0.09 -2.91
H26 -1.24 0.23 -3.39
H27 -0.60 0.16 -2.00
O13 -0.71 -3.48 -0.47
H28 -0.08 -3.31 -1.17
H29 -0.31 -3.22 0.43
O14 -3.18 0.32 -1.71
H30 -2.80 1.09 -1.33
H31 -3.76 0.63 -2.39
O15 0.43 -3.13 -3.10
H32 0.38 -3.86 -3.72
H33 1.18 -2.63 -3.47
O16 0.74 2.40 -3.29
H34 0.86 2.84 -2.43
H35 0.38 1.54 -3.06
O17 -2.12 -2.05 -2.44
H36 -1.20 -1.87 -2.67
H37 -2.56 -1.23 -2.58
O18 1.94 -1.17 -4.21
H38 2.67 -0.88 -3.62
H39 1.15 -0.77 -3.84

Computed properties:
* LUMO: 0.0885 Ha
* spin multiplicity: 1
* net charge: -1
* Kohn-Sham gap: 8.57 eV
* molecular weight: 351.32 g mol⁻¹

***

2 | The following is a DFT calculation (the ωB97M-V functional and the def2-TZVPD basis) of 18 unconnected molecules or ions with the total composition C2H39O18.

Atoms and positions in Å:
C1 0.26 -0.51 -0.47
C2 0.71 0.17 0.82
O1 0.45 -0.44 2.05
H1 -0.82 -0.37 -0.61
H2 0.41 -1.59 -0.49
H3 0.76 -0.06 -1.31
H4 0.24 1.15 0.78
H5 1.79 0.45 0.80
O2 2.39 -1.90 3.64
H6 1.83 -1.35 3.04
H7 2.29 -1.48 4.50
O3 1.60 1.02 3.43
H8 0.91 0.85 4.07
H9 1.47 0.23 2.73
O4 0.91 3.26 1.84
H10 0.08 2.90 1.47
H11 1.23 2.53 2.43
O5 -1.24 -2.65 2.04
H12 -0.69 -1.85 2.20
H13 -0.71 -3.37 2.39
O6 -2.12 0.61 3.14
H14 -2.15 0.87 4.06
H15 -1.18 0.51 2.93
O7 -0.10 -2.80 -2.68
H16 0.71 -2.29 -2.52
H17 -0.01 -3.18 -3.56
O8 1.36 2.18 -3.13
H18 1.42 2.26 -2.16
H19 2.25 2.32 -3.46
O9 3.38 1.31 0.33
H20 2.57 1.15 -0.15
H21 3.20 2.10 0.86
O10 1.17 3.04 -0.55
H22 0.57 3.74 -0.81
H23 1.04 2.97 0.46
O11 -1.38 0.96 -3.94
H24 -0.43 1.03 -3.75
H25 -1.60 1.79 -4.39
O12 -1.68 2.63 0.83
H26 -1.88 1.72 1.10
H27 -2.05 2.69 -0.06
O13 -2.96 -0.92 0.70
H28 -2.02 -1.08 0.80
H29 -3.32 -1.09 1.57
O14 -2.55 -1.43 -3.24
H30 -2.28 -0.50 -3.36
H31 -1.80 -1.84 -2.79
O15 -1.62 -3.98 -0.54
H32 -1.47 -3.39 0.22
H33 -1.17 -3.51 -1.26
O16 2.04 -1.03 -2.35
H34 2.89 -1.34 -2.70
H35 1.89 -0.16 -2.76
O17 -3.28 1.36 -0.95
H36 -3.98 1.27 -1.60
H37 -3.20 0.48 -0.53
O18 2.20 -2.13 0.32
H38 1.60 -1.81 1.00
H39 2.07 -1.54 -0.44

Computed properties:
* LUMO: 0.0767 Ha
* spin multiplicity: 1
* net charge: -1
* Kohn-Sham gap: 8.15 eV
* molecular weight: 351.32 g mol⁻¹

***

Which of them is the most stable, and which is the least stable? 1 and 2, in that order.